(1)
Entry from the OMol25 dataset: C23H32N4O2 in the gas phase in a non-equilibrium geometry (wB97M-V/def2-TZVPD).

Output
2S+1 = 1
max |F| = 0.3735 Eh/bohr
E_tot = -34407.6050 eV
energy relative to the best compared isomer or geometry (same formula, charge and spin) = 480.7 kcal/mol
SMILES = CCCCN(CC)CCCNC(=O)c1cc2c(=O)n(C)c3ccccc3c2n1C
E_HOMO = -7.76 eV

Each line ends with the natural charge from an NBO analysis.
Atoms and positions in Å:
C -2.9049 -3.6021 -0.5950  -0.569
C -3.1296 -2.2827 -0.0141  -0.454
C -4.6059 -2.0665 0.3065  -0.354
H -5.2986 -2.3180 -0.6026  0.195
H -5.0189 -3.1341 0.8712  0.169
C -5.1630 -0.9017 1.0370  -0.230
N -4.9577 0.1796 0.2580  -0.491
C -5.9672 0.5863 -0.9653  -0.188
C -7.2690 1.2196 -0.3502  -0.636
H -7.6134 0.5083 0.4988  0.215
H -7.0571 2.3616 0.2087  0.198
H -8.0555 1.4308 -1.1453  0.224
H -5.5287 1.0444 -1.7339  0.191
H -6.1847 -0.2958 -1.2794  0.180
C -4.3619 1.4757 0.6252  -0.162
H -4.6313 2.3277 0.2500  0.199
C -2.7992 1.2230 0.9875  -0.338
C -2.1696 1.3498 -0.3427  -0.233
N -0.6731 1.0231 -0.4040  -0.534
C 0.2738 1.7530 -0.4061  0.572
O 0.1494 2.8890 -0.8891  -0.683
C 1.4675 1.0834 -0.2273  -0.037
C 1.7723 -0.2643 -0.3329  -0.187
C 3.0925 -0.5475 -0.0714  -0.203
C 3.7751 0.8217 -0.3907  0.276
N 2.8952 1.6265 -0.2548  -0.311
C 3.0068 2.8463 -0.2113  -0.435
H 3.4167 3.5077 0.7317  0.184
H 1.9521 3.4691 -0.2722  0.292
H 3.7169 3.3043 -0.9264  0.209
C 5.2105 0.8430 -0.0295  -0.180
C 5.8997 1.8910 0.0378  -0.160
C 7.3303 1.9474 0.3364  -0.217
C 7.9570 0.5716 0.3067  -0.164
C 7.2547 -0.5514 0.2026  -0.302
C 5.9378 -0.3038 0.0847  0.329
N 5.2667 -1.7103 -0.2396  -0.428
C 3.8618 -1.8309 0.0610  0.636
O 3.3185 -2.9043 -0.2673  -0.604
C 5.8768 -2.8261 0.0568  -0.449
H 5.3473 -3.8378 0.0143  0.259
H 6.5635 -2.9268 -0.6262  0.188
H 6.4194 -3.1139 0.9409  0.183
H 7.7961 -1.5469 0.2446  0.251
H 8.9475 0.7410 0.3723  0.201
H 7.9927 2.7728 0.4120  0.219
H 5.5072 2.7548 0.2047  0.201
H 1.1847 -1.3040 -0.4735  0.254
H -0.6250 0.0489 -0.1666  0.389
H -2.2112 2.4865 -0.7678  0.232
H -2.6740 0.8253 -1.1660  0.202
H -2.5725 0.4932 1.3932  0.146
H -2.2891 2.2705 1.4547  0.196
H -4.7597 1.5788 1.8309  0.141
H -4.3612 -0.7589 1.9857  0.174
H -6.1101 -0.7474 1.5421  0.201
H -3.0406 -1.5136 -0.7458  0.219
H -2.7734 -2.1685 0.9581  0.210
H -3.1865 -4.3368 -0.0060  0.195
H -1.7480 -3.6797 -0.6169  0.213
H -3.4498 -3.7817 -1.6945  0.202

Cartesian forces (eV/Å) of the 3 atoms listed first:
2.908 1.566 -5.374
-3.973 1.411 -0.400
-5.227 -6.639 -0.191

---

(2)
Entry from the OMol25 dataset: C23H32N4O3 in the gas phase (wB97M-V/def2-TZVPD).

Output
2S+1 = 1
max |F| = 0.0154 Eh/bohr
E_tot = -36474.2596 eV
energy relative to the best compared isomer or geometry (same formula, charge and spin) = 43.4 kcal/mol
SMILES = COc1cccc(CCC(=O)N2CCC(n3nccc3NC(=O)CC(C)C)CC2)c1
E_HOMO = -8.33 eV

Each line ends with the natural charge from an NBO analysis.
Atoms and positions in Å:
C 8.7395 3.0017 2.8501  -0.252
H 8.2326 3.8832 2.4438  0.176
O 8.8258 1.9697 1.8993  -0.493
C 7.6695 1.4355 1.4103  0.301
C 6.3933 1.8415 1.7699  -0.269
C 5.2655 1.2361 1.2196  0.006
C 5.4341 0.2129 0.3005  -0.260
C 6.7094 -0.1927 -0.0655  -0.182
C 7.8230 0.4074 0.4784  -0.268
H 8.8203 0.1031 0.2041  0.222
H 6.8305 -0.9895 -0.7847  0.211
H 4.5824 -0.2811 -0.1391  0.205
C 3.9180 1.7226 1.6797  -0.409
H 3.7409 1.3637 2.6981  0.225
H 3.9313 2.8136 1.7378  0.229
C 2.7396 1.3041 0.8047  -0.507
C 1.4689 2.0042 1.2660  0.702
O 1.4660 2.7999 2.1865  -0.639
N 0.3357 1.7171 0.5783  -0.444
C 0.1754 0.7429 -0.4748  -0.210
H -0.3392 1.2271 -1.3143  0.192
C -0.6688 -0.4352 0.0117  -0.428
H -0.1664 -0.9468 0.8340  0.218
H -0.8287 -1.1376 -0.8061  0.246
C -2.0246 0.0701 0.5122  -0.026
N -2.7863 -1.0275 1.0590  -0.158
C -3.9245 -1.5964 0.6026  0.299
C -4.2708 -2.5894 1.5000  -0.362
C -3.2598 -2.5484 2.4644  -0.043
N -2.3776 -1.6117 2.1831  -0.274
H -3.1435 -3.1589 3.3372  0.209
H -5.1200 -3.2400 1.4557  0.224
N -4.6071 -1.1953 -0.5512  -0.630
C -4.0711 -1.1502 -1.8097  0.699
O -2.8882 -1.2850 -2.0290  -0.617
C -5.0943 -0.9120 -2.8994  -0.493
C -5.4111 -2.2302 -3.6279  -0.203
C -6.3245 -1.9578 -4.8197  -0.601
H -5.8601 -1.2584 -5.5107  0.210
H -7.2708 -1.5360 -4.4862  0.200
H -6.5314 -2.8809 -5.3554  0.213
C -6.0555 -3.2410 -2.6820  -0.615
H -6.2968 -4.1545 -3.2203  0.218
H -6.9790 -2.8422 -2.2639  0.195
H -5.3817 -3.4999 -1.8682  0.212
H -4.4655 -2.6446 -3.9919  0.214
H -6.0105 -0.4794 -2.4936  0.202
H -4.6606 -0.2130 -3.6164  0.238
H -5.6129 -1.2517 -0.4793  0.409
C -1.8147 1.1421 1.5845  -0.409
C -0.9264 2.2581 1.0373  -0.228
H -1.4241 2.7586 0.1983  0.182
H -0.7074 2.9914 1.8149  0.254
H -1.3368 0.6786 2.4481  0.231
H -2.7742 1.5540 1.9012  0.212
H -2.5915 0.4860 -0.3259  0.214
H 1.1409 0.3914 -0.8301  0.219
H 2.5884 0.2251 0.8674  0.221
H 2.9388 1.5767 -0.2345  0.226
H 6.2469 2.6355 2.4862  0.208
H 8.2220 2.6718 3.7570  0.176
H 9.7677 3.2614 3.0977  0.199

Cartesian forces (eV/Å) of the 3 atoms listed first:
-0.025 0.171 0.156
0.006 -0.040 0.025
-0.089 -0.273 -0.256

---

(3)
Entry from the OMol25 dataset: a molecular structure, C23H32N5OSSe3TeV (wB97M-V/def2-TZVPD).

Output
2S+1 = 3
max |F| = 0.0135 Eh/bohr
E_tot = -273727.5253 eV
energy relative to the best compared isomer or geometry (same formula, charge and spin) = 2.0 kcal/mol
E_HOMO (spin up / spin down) = -6.69 / -6.74 eV

Each line ends with the natural charge from an NBO analysis.
Atoms and positions in Å:
V -1.1901 1.9377 0.2226  0.967
C 2.7456 3.7365 1.0147  -0.681
C 1.3329 3.4547 0.6319  0.274
N 0.6760 2.4087 0.9728  -0.331
N 1.1488 1.5019 1.8974  -0.441
C 0.0807 0.9972 2.4795  0.583
O -1.1256 1.3249 2.1998  -0.750
C 0.2998 -0.0635 3.5024  -0.048
C -0.8011 -0.6369 4.1329  -0.188
C -0.6193 -1.6511 5.0596  -0.216
C 0.6597 -2.0975 5.3582  -0.198
C 1.7592 -1.5269 4.7315  -0.222
C 1.5828 -0.5118 3.8074  -0.194
C 0.4792 4.4438 -0.0633  0.172
C 0.9469 5.6625 -0.5163  -0.232
C 0.0209 6.5986 -0.9792  -0.142
C -1.3184 6.2817 -0.9622  -0.244
C -1.7073 5.0147 -0.5302  0.105
N -0.8351 4.1175 -0.0956  -0.489
H 3.0519 3.0516 1.8013  0.263
H 2.8738 4.7645 1.3507  0.229
H 3.3925 3.5852 0.1467  0.238
H -1.7887 -0.2806 3.8754  0.238
H -1.4766 -2.0968 5.5472  0.214
H 0.8014 -2.8913 6.0808  0.211
H 2.7561 -1.8775 4.9672  0.211
H 2.4312 -0.0608 3.3119  0.231
H 2.0021 5.8879 -0.4928  0.227
H 0.3592 7.5637 -1.3315  0.223
H -2.0751 6.9779 -1.2932  0.231
H -2.7453 4.7114 -0.5066  0.239
Se -0.5952 1.8100 -2.3066  -0.443
Se -2.1103 3.3603 -3.1979  -0.155
Te -4.2881 2.5131 -2.2695  0.204
Se -3.6441 2.0271 0.1048  -0.429
C -2.1688 -4.7187 -2.5333  -0.603
C -3.5045 -3.9936 -2.3971  -0.399
C -3.4785 -2.7459 -1.5152  -0.410
C -2.7993 -1.5211 -2.1086  -0.227
N -1.3487 -1.6495 -2.2443  -0.569
C -0.4663 -1.1791 -1.3699  0.413
S -0.9658 -0.6528 0.1897  -0.210
N 0.8230 -1.1616 -1.7235  -0.583
C 1.9284 -0.7202 -0.8734  -0.222
C 2.4146 -1.7943 0.0952  -0.414
C 2.7995 -3.1137 -0.5683  -0.401
C 3.9354 -2.9849 -1.5754  -0.610
H -2.3021 -5.7059 -2.9773  0.212
H -1.6957 -4.8521 -1.5584  0.207
H -1.4607 -4.1829 -3.1671  0.183
H -4.2344 -4.6912 -1.9795  0.207
H -3.8844 -3.7272 -3.3889  0.194
H -3.0065 -2.9709 -0.5543  0.214
H -4.5061 -2.4510 -1.2857  0.218
H -2.9832 -0.6464 -1.4839  0.254
H -3.1869 -1.2862 -3.1030  0.207
H -0.9987 -1.9825 -3.1289  0.389
H 1.0587 -1.4995 -2.6439  0.392
H 1.6040 0.1549 -0.3147  0.243
H 2.7217 -0.4026 -1.5514  0.203
H 1.6378 -1.9594 0.8438  0.232
H 3.2760 -1.3808 0.6291  0.207
H 1.9194 -3.5455 -1.0553  0.194
H 3.0814 -3.8263 0.2099  0.210
H 3.6565 -2.3728 -2.4363  0.189
H 4.2426 -3.9574 -1.9612  0.214
H 4.8114 -2.5173 -1.1206  0.205

Cartesian forces (eV/Å) of the 3 atoms listed first:
-0.110 -0.001 -0.119
-0.029 -0.066 0.022
-0.208 -0.003 -0.044

---

(4)
Entry from the OMol25 dataset: a molecular structure, C23H32N6O4PV in a non-equilibrium geometry (wB97M-V/def2-TZVPD).

Output
2S+1 = 1
net charge = +2
max |F| = 0.0588 Eh/bohr
E_tot = -76466.6536 eV
energy relative to the best compared isomer or geometry (same formula, charge and spin) = 15.4 kcal/mol
E_HOMO = -14.67 eV

Each line ends with the natural charge from an NBO analysis.
Atoms and positions in Å:
V -1.1067 0.8598 0.2146  1.208
O -0.3839 1.4113 -1.1554  -0.391
C 0.5964 2.1149 -1.7037  0.307
C 0.8699 2.0903 -3.0661  -0.190
C 1.9418 2.8126 -3.5582  -0.142
C 2.7285 3.5860 -2.7075  -0.199
C 2.4452 3.6358 -1.3579  -0.120
C 1.3804 2.9021 -0.8309  -0.201
C 1.0893 2.9114 0.5811  0.235
N 0.1546 2.2511 1.1663  -0.410
C 0.0339 2.3054 2.6220  -0.234
C -0.5290 0.9538 3.0620  -0.241
N -1.6165 0.7406 2.1229  -0.403
C -2.8420 0.6365 2.5139  0.234
C -3.9707 0.8204 1.6393  -0.170
C -5.2772 0.5246 2.0403  -0.142
C -6.3489 0.9227 1.2723  -0.176
C -6.1436 1.6731 0.1109  -0.143
C -4.8694 1.9995 -0.3023  -0.173
C -3.7686 1.5428 0.4245  0.314
O -2.5325 1.7481 0.0127  -0.391
H 0.2307 1.5045 -3.7137  0.238
H 2.1692 2.7818 -4.6150  0.248
H 3.5561 4.1579 -3.1026  0.250
H 3.0499 4.2464 -0.6983  0.237
H 1.7410 3.5416 1.1887  0.215
H -0.6950 3.0786 2.8819  0.226
H 0.9811 2.5374 3.1091  0.232
H -0.8549 0.9846 4.1014  0.234
H 0.2183 0.1717 2.9272  0.236
H -3.0558 0.4924 3.5730  0.225
H -5.4371 -0.0180 2.9639  0.240
H -7.3531 0.6690 1.5811  0.251
H -6.9958 2.0059 -0.4655  0.250
H -4.6894 2.5676 -1.2056  0.242
C 3.3877 0.1739 0.1598  -0.407
N 2.8543 -1.1777 0.2747  -0.809
C 3.8869 -2.2095 0.2923  -0.415
P 1.2811 -1.4697 -0.1273  2.479
O 0.4913 -0.3318 0.5262  -1.051
N 0.8991 -2.9033 0.5822  -0.820
C 0.5335 -4.1229 -0.1289  -0.402
C 1.1828 -3.0904 2.0036  -0.411
N 1.1428 -1.5850 -1.7816  -0.816
C -0.0623 -1.5626 -2.6149  -0.404
C 2.1869 -2.3698 -2.4636  -0.413
H 3.8498 0.3539 -0.8169  0.198
H 4.1466 0.3208 0.9301  0.216
H 2.5890 0.8904 0.3124  0.203
H 4.5676 -2.1094 -0.5572  0.204
H 3.4349 -3.1996 0.2766  0.216
H 4.4779 -2.1151 1.2053  0.219
H 0.3371 -3.9114 -1.1774  0.208
H -0.3672 -4.5515 0.3090  0.221
H 1.3345 -4.8647 -0.0627  0.203
H 1.6033 -2.1794 2.4258  0.215
H 1.9053 -3.8989 2.1407  0.212
H 0.2714 -3.3548 2.5442  0.211
H -0.7644 -0.8062 -2.3166  0.208
H -0.5741 -2.5304 -2.6269  0.199
H 0.2539 -1.3500 -3.6370  0.219
H 2.9648 -2.6853 -1.7780  0.218
H 2.6402 -1.7641 -3.2509  0.215
H 1.7594 -3.2608 -2.9277  0.210
O -2.5832 -2.9635 0.3928  -0.450
C -2.2947 -1.8522 0.2248  0.895
N -2.0519 -0.6834 0.0407  -0.667

Cartesian forces (eV/Å) of the 3 atoms listed first:
0.886 -1.910 2.168
0.660 0.559 -2.881
1.464 1.104 -0.098

---

(5)
Entry from the OMol25 dataset: 2 unconnected molecules or ions with the total composition C23H32NO6 in a non-equilibrium geometry (wB97M-V/def2-TZVPD).

Output
2S+1 = 1
net charge = +1
max |F| = 0.1007 Eh/bohr
E_tot = -38132.0032 eV
E_HOMO = -10.82 eV

Each line ends with the natural charge from an NBO analysis.
Atoms and positions in Å:
C -0.8334 0.6909 2.9496  -0.676
C 0.2373 0.7115 1.7596  0.077
O -0.1767 -0.3033 0.7932  -0.760
C 0.3292 2.1603 1.0195  -0.102
O -0.9769 2.7946 1.0704  -0.488
C -0.9136 4.1305 1.5179  0.242
C -1.9637 4.8479 2.1482  -0.095
C -3.4522 4.4560 2.5464  -0.538
C -3.6898 2.8960 2.7974  0.575
O -3.2404 2.4281 3.8904  -0.514
C -4.4772 1.9261 1.8150  -0.145
C -6.0185 1.7464 2.0723  -0.196
C -6.8506 0.8303 1.1278  -0.213
C -6.2421 0.0851 -0.0844  -0.215
C -4.7241 0.2272 -0.3377  -0.221
C -3.8809 1.1395 0.6288  -0.222
C -1.4562 6.3171 2.4754  0.752
O -1.9804 7.2598 3.0905  -0.499
O -0.1156 6.5249 1.9764  -0.471
C 0.2255 5.2326 1.4327  0.718
O 1.3719 5.1554 0.9215  -0.526
H -0.7086 1.6262 3.6181  0.243
H -1.9115 0.7687 2.5385  0.236
H -0.8097 -0.2435 3.6029  0.227
H 1.2525 0.4334 2.2185  0.176
H -0.8006 -0.9014 1.2721  0.483
H 1.1621 2.7242 1.5540  0.224
H 0.6447 1.9258 -0.0681  0.205
H -4.2243 4.8226 1.7689  0.259
H -3.6869 4.9991 3.5402  0.285
H -6.5727 2.2456 2.9328  0.242
H -7.9792 0.6820 1.3070  0.238
H -6.8411 -0.5648 -0.7982  0.237
H -4.1782 -0.2854 -1.2116  0.230
H -2.7656 1.1914 0.3988  0.236
C 2.6633 -0.5866 -1.1205  -0.624
C 2.2418 -1.2959 -2.4031  -0.438
C 1.7765 -2.7374 -2.2187  -0.202
N 2.8403 -3.8355 -2.2036  -0.211
C 2.0998 -5.1344 -1.8981  -0.393
C 3.5675 -3.9877 -3.5365  -0.215
C 4.8445 -3.1813 -3.4095  -0.428
C 5.1561 -3.1039 -1.9216  -0.434
C 3.9448 -3.6460 -1.1736  -0.221
H 3.6678 -0.8688 -0.8029  0.194
H 2.6726 0.4944 -1.2798  0.235
H 1.9692 -0.7972 -0.3035  0.236
H 3.0094 -1.1935 -3.1702  0.215
H 1.3773 -0.7423 -2.7871  0.245
H 1.1050 -2.9966 -3.0434  0.224
H 1.2060 -2.8335 -1.2899  0.229
H 1.3485 -5.2901 -2.6727  0.232
H 1.6347 -5.0389 -0.9165  0.232
H 2.8168 -5.9565 -1.8956  0.229
H 3.8059 -5.0462 -3.6687  0.227
H 2.9157 -3.6612 -4.3481  0.239
H 4.7242 -2.1815 -3.8290  0.226
H 5.6605 -3.6457 -3.9675  0.249
H 5.3850 -2.0781 -1.6287  0.238
H 6.0413 -3.6970 -1.6785  0.242
H 3.5851 -3.0142 -0.3621  0.244
H 4.1879 -4.6254 -0.7554  0.228

Cartesian forces (eV/Å) of the 3 atoms listed first:
-0.543 1.103 -0.028
-0.944 0.225 1.016
-0.146 0.001 0.914

---

(6)
Entry from the OMol25 dataset: a molecular structure, C23H33BClN2NaO2Sb (wB97M-V/def2-TZVPD).

Output
2S+1 = 1
net charge = -1
max |F| = 0.0104 Eh/bohr
E_tot = -55616.3402 eV
energy relative to the best compared isomer or geometry (same formula, charge and spin) = 9.1 kcal/mol
E_HOMO = -2.79 eV

Each line ends with the natural charge from an NBO analysis.
Atoms and positions in Å:
Na -1.7283 0.0947 -0.6664  0.778
C 4.3678 2.0199 0.9090  -1.035
Sb 2.9414 0.5542 0.1807  1.100
C 4.3326 -1.0761 0.2988  -1.012
C 3.3565 0.9940 -1.8753  -1.007
H 5.3453 1.8871 0.4398  0.206
H 4.4765 1.9304 1.9912  0.211
H 3.9985 3.0230 0.6880  0.218
H 5.2099 -0.8680 -0.3160  0.207
H 3.8398 -1.9837 -0.0464  0.235
H 4.6410 -1.2195 1.3354  0.213
H 4.4362 1.0306 -2.0279  0.207
H 2.9154 1.9559 -2.1381  0.219
H 2.9142 0.2296 -2.5131  0.232
N -0.6833 5.0335 -0.9145  -0.560
C -0.9656 3.7163 -1.1623  0.221
N -0.4813 2.9015 -0.2780  -0.446
C 0.1741 3.7240 0.6336  0.065
C 0.8709 3.3797 1.7909  -0.184
C 1.4418 4.3982 2.5263  -0.240
C 1.3228 5.7416 2.1256  -0.215
C 0.6324 6.0987 0.9852  -0.268
C 0.0629 5.0628 0.2486  0.150
H -0.9564 5.8118 -1.4850  0.413
H -1.5499 3.4215 -2.0210  0.204
H 0.9575 2.3411 2.0808  0.239
H 1.9932 4.1635 3.4273  0.211
H 1.7860 6.5127 2.7283  0.206
H 0.5433 7.1345 0.6828  0.208
C 1.7843 -4.3790 0.8290  -0.623
C 0.7977 -3.2887 1.2212  0.234
C 1.0592 -2.8767 2.6669  -0.626
O 1.0579 -2.1316 0.4111  -0.802
B -0.1142 -1.5796 -0.1382  0.325
O -1.1758 -2.4421 0.2445  -0.795
C -0.7003 -3.6228 0.9174  0.233
C -0.8915 -4.7872 -0.0491  -0.627
C -1.5669 -3.8464 2.1470  -0.622
H 2.7962 -4.0636 1.0913  0.207
H 1.7578 -4.5651 -0.2429  0.217
H 1.5772 -5.3158 1.3539  0.197
H 2.0791 -2.4929 2.7331  0.209
H 0.9583 -3.7138 3.3627  0.194
H 0.3838 -2.0790 2.9746  0.216
H -0.3094 -4.6442 -0.9589  0.214
H -1.9440 -4.8237 -0.3326  0.219
H -0.6176 -5.7465 0.3990  0.191
H -1.5938 -2.9603 2.7780  0.216
H -1.2120 -4.6927 2.7429  0.192
H -2.5881 -4.0582 1.8269  0.217
Cl -5.4277 -1.6408 -0.4399  -0.069
C -4.6761 -0.8217 -1.8013  -0.100
C -4.6591 -1.4730 -3.0123  -0.201
C -4.0819 -0.8953 -4.1417  -0.359
C -3.5213 0.3718 -3.9896  -0.177
C -3.5365 1.0291 -2.7777  -0.335
C -4.1141 0.4770 -1.5810  -0.092
C -4.0554 1.1267 -0.3484  -0.791
H -5.1130 -2.4555 -3.0664  0.207
H -4.0563 -1.4205 -5.0860  0.197
H -3.0640 0.8666 -4.8407  0.190
H -3.1128 2.0268 -2.7112  0.177
H -4.5947 0.7471 0.5058  0.207
H -3.7200 2.1582 -0.3160  0.181

Cartesian forces (eV/Å) of the 3 atoms listed first:
-0.076 0.383 -0.046
0.164 0.014 -0.104
-0.327 0.099 0.353

---

> Number 4 is which compound?

C23H32N6O4PV

---

> Which of these has the highest 2S+1?

C23H32N5OSSe3TeV